No. 1
Below is a cluster of 2 separate species, C8H11N3O2S in total at a distorted geometry, with properties calculated with the ωB97M-V functional and the def2-TZVPD basis.

XYZ file:
```
25
Properties=species:S:1:pos:R:3
C 8.94 2.71 -2.32
C 9.81 4.06 -0.28
C 9.52 4.76 -1.43
C 9.79 2.63 -0.24
C -5.50 -1.92 1.18
C -5.72 -0.89 0.17
C 9.00 4.27 -2.61
C -6.16 -0.51 1.56
N 9.45 2.13 -1.39
N -7.55 -0.43 1.89
N 10.13 1.92 0.86
O -8.60 -0.06 -0.40
O -10.15 -0.39 1.59
S -8.88 -0.01 1.01
H 10.14 4.52 0.71
H 9.41 5.86 -1.33
H -6.21 -2.69 0.95
H -4.58 -2.26 1.61
H -4.91 -0.23 -0.32
H -6.49 -1.11 -0.46
H 8.32 4.77 -3.26
H -5.52 0.12 1.98
H -7.81 -0.55 2.83
H 10.68 2.34 1.56
H 9.91 0.99 1.13
```

Values from the calculation:
Orbital gap = 5.628 eV
Electronic energy = -27851.5081 eV
Total charge = +2



No. 2
Below is a structure of composition C30H48BrFeN3P2Se at a distorted geometry, with properties calculated with the ωB97M-V functional and the def2-TZVPD basis.

XYZ file:
```
86
Properties=species:S:1:pos:R:3
N -7.16 5.81 -5.91
C -6.77 6.37 -4.76
C -6.00 5.71 -3.79
C -5.60 4.37 -4.00
C -6.01 3.78 -5.22
C -6.78 4.53 -6.12
C -4.80 3.69 -2.98
Fe 0.09 0.06 1.00
P 6.30 -0.88 -0.06
C -3.59 3.09 -3.18
C -2.77 2.40 -2.19
C -1.66 1.64 -2.61
C -0.84 0.96 -1.70
C -1.09 1.02 -0.31
C -2.20 1.78 0.12
C -3.03 2.45 -0.79
Br 1.58 -1.14 2.67
H -5.24 3.68 -1.98
H -3.16 3.11 -4.19
H -5.72 6.23 -2.87
H -5.75 2.75 -5.46
H -7.08 7.41 -4.60
H -7.10 4.08 -7.06
H -1.44 1.58 -3.69
H -3.88 3.03 -0.41
H 0.01 0.39 -2.08
H -2.43 1.84 1.19
P -0.37 -1.98 -0.02
C 5.71 0.90 0.08
C 6.76 1.93 -0.38
H 5.38 1.11 1.11
H 4.81 0.98 -0.56
H 6.59 2.91 0.10
H 7.78 1.61 -0.11
H 6.73 2.06 -1.47
C 5.43 -1.30 -1.67
C 6.07 -2.46 -2.45
H 5.47 -0.38 -2.28
H 4.36 -1.51 -1.47
H 5.79 -2.43 -3.51
H 7.18 -2.42 -2.39
H 5.75 -3.44 -2.05
C 5.13 -1.66 1.19
C 5.80 -2.03 2.52
H 4.64 -2.54 0.73
H 4.34 -0.92 1.38
H 5.23 -2.83 3.04
H 6.83 -2.40 2.38
H 5.85 -1.16 3.20
C -0.31 -3.37 1.22
C -1.46 -4.38 1.26
H -0.23 -2.84 2.19
H 0.67 -3.87 1.05
H -2.39 -3.91 1.62
H -1.66 -4.84 0.28
H -1.21 -5.19 1.97
C 0.75 -2.47 -1.42
C 0.18 -2.47 -2.85
H 1.10 -3.48 -1.16
H 1.64 -1.82 -1.34
H -0.30 -3.43 -3.10
H -0.56 -1.67 -3.02
H 1.01 -2.32 -3.57
C -2.10 -1.88 -0.69
C -3.24 -1.39 0.21
H -2.31 -2.91 -1.05
H -1.99 -1.27 -1.61
H -3.98 -0.81 -0.36
H -3.76 -2.22 0.71
H -2.83 -0.73 0.99
C 1.17 1.63 4.50
N 0.40 0.50 5.01
C 0.67 -0.15 6.16
C -0.28 -1.14 6.33
N -1.13 -1.10 5.29
C -2.30 -1.97 5.13
C -0.70 -0.11 4.48
Se -1.51 0.39 3.01
H 0.76 2.00 3.53
H 2.22 1.33 4.34
H 1.14 2.47 5.23
H 1.48 0.08 6.83
H -0.35 -1.83 7.17
H -1.98 -3.03 5.10
H -2.99 -1.82 5.99
H -2.85 -1.74 4.20
```

Values from the calculation:
Orbital gap (spin up / spin down) = 3.359 / 2.745 eV
2S+1 = 5
Electronic energy = -224695.5593 eV
Total charge = +2



No. 3
Below is a cluster of 6 separate species, C42H85N5O13S in total at a distorted geometry, with properties calculated with the ωB97M-V functional and the def2-TZVPD basis.

XYZ file:
```
146
Properties=species:S:1:pos:R:3
C -3.75 1.45 -0.97
C -2.86 1.57 0.29
C -2.26 0.18 0.60
C -2.43 -0.23 2.08
C -2.87 -1.69 2.27
C -1.76 -2.72 2.07
C -0.44 -2.35 2.78
C 0.28 -3.55 3.38
C 1.33 -3.22 4.47
C 1.85 -1.79 4.46
C 2.65 -1.45 3.20
C 3.04 0.02 3.16
C 1.88 1.01 2.93
C 1.15 0.86 1.57
C 1.76 1.74 0.49
C 1.71 1.11 -0.91
C 2.84 0.08 -1.12
O 3.73 0.13 -0.02
C 2.13 -1.30 -1.03
C 3.04 -2.51 -1.26
S 3.79 -2.34 -2.84
O 4.89 -3.27 -2.89
O 2.84 -2.54 -3.89
O 4.46 -0.90 -2.78
C 3.66 0.28 -2.42
C 2.73 0.56 -3.63
C 3.39 0.44 -4.99
O 2.91 -0.20 -5.89
O 4.56 1.18 -5.17
C 5.73 0.43 -5.37
C 6.83 0.76 -4.39
O 5.86 -0.39 -6.28
O 4.68 1.20 -2.31
C 4.42 2.49 -1.79
C 3.95 3.55 -2.80
C 2.73 4.35 -2.33
H -3.19 0.87 -1.70
H -4.68 0.97 -0.72
H -3.90 2.44 -1.40
H -2.09 2.31 0.11
H -3.45 1.93 1.12
H -2.73 -0.58 -0.01
H -1.22 0.22 0.32
H -3.20 0.40 2.52
H -1.51 0.01 2.60
H -3.37 -1.79 3.23
H -3.63 -1.89 1.52
H -2.11 -3.68 2.45
H -1.59 -2.80 1.00
H -0.70 -1.65 3.57
H 0.19 -1.89 2.03
H -0.45 -4.23 3.82
H 0.77 -4.12 2.59
H 2.18 -3.89 4.32
H 0.95 -3.44 5.46
H 1.06 -1.05 4.56
H 2.52 -1.66 5.32
H 2.16 -1.80 2.30
H 3.58 -2.02 3.26
H 3.84 0.17 2.45
H 3.47 0.25 4.14
H 2.31 2.01 3.03
H 1.14 0.85 3.71
H 0.12 1.12 1.76
H 1.21 -0.19 1.33
H 1.16 2.65 0.43
H 2.75 2.08 0.77
H 1.73 1.92 -1.63
H 0.74 0.63 -1.01
H 4.57 -0.27 -0.25
H 1.63 -1.41 -0.08
H 1.36 -1.32 -1.80
H 2.43 -3.41 -1.32
H 3.81 -2.58 -0.50
H 2.29 1.55 -3.56
H 1.91 -0.15 -3.57
H 6.69 1.76 -4.01
H 7.79 0.72 -4.89
H 6.77 0.08 -3.55
H 5.39 2.85 -1.45
H 3.82 2.50 -0.88
H 3.79 3.10 -3.78
H 4.75 4.26 -2.96
H 2.75 5.31 -2.84
H 2.79 4.57 -1.27
H 1.79 3.88 -2.61
C -3.65 5.43 3.68
C -3.53 5.05 2.22
O -3.09 3.96 1.87
N -3.94 5.96 1.30
C -4.48 7.28 1.53
H -3.29 4.60 4.28
H -3.04 6.31 3.90
H -4.69 5.63 3.94
H -3.84 5.64 0.34
H -5.48 7.34 1.09
H -3.85 8.03 1.05
H -4.55 7.50 2.59
C 7.39 -2.25 0.63
C 6.27 -2.40 1.63
O 5.18 -1.88 1.47
N 6.52 -3.15 2.73
C 7.74 -3.84 3.09
H 7.05 -1.63 -0.20
H 8.26 -1.77 1.09
H 7.69 -3.22 0.23
H 5.73 -3.22 3.36
H 7.55 -4.91 3.19
H 8.11 -3.47 4.05
H 8.51 -3.70 2.34
C -1.28 -1.12 -3.49
C -1.51 -2.17 -2.43
O -1.31 -1.94 -1.25
N -1.96 -3.39 -2.84
C -2.25 -3.83 -4.18
H -0.93 -0.21 -3.01
H -0.52 -1.46 -4.20
H -2.20 -0.90 -4.03
H -2.10 -4.03 -2.08
H -3.30 -4.13 -4.25
H -1.63 -4.69 -4.43
H -2.06 -3.05 -4.91
C -5.96 3.90 -3.21
C -6.11 4.90 -2.10
O -5.15 5.33 -1.48
N -7.37 5.31 -1.79
C -8.62 4.90 -2.40
H -4.90 3.67 -3.34
H -6.49 2.97 -2.98
H -6.34 4.30 -4.15
H -7.40 5.97 -1.04
H -9.12 5.78 -2.82
H -9.27 4.45 -1.65
H -8.45 4.18 -3.20
C -4.83 -6.01 1.54
C -5.32 -4.60 1.37
O -4.96 -3.90 0.44
N -6.18 -4.12 2.30
C -6.72 -4.79 3.47
H -4.15 -6.25 0.73
H -4.29 -6.12 2.48
H -5.66 -6.72 1.51
H -6.47 -3.16 2.13
H -7.81 -4.83 3.41
H -6.44 -4.24 4.37
H -6.33 -5.80 3.54
```

Values from the calculation:
Orbital gap = 9.646 eV
SMILES string = CCCCCCCCCCCCCCCC[C@@]1(O)CCS(=O)(=O)O[C@]1(CC(=O)OC(C)=O)OCCC.CNC(C)=O.CNC(C)=O.CNC(C)=O.CNC(C)=O.CNC(C)=O
Electronic energy = -89837.2427 eV
Total charge = 0



No. 4
Below is an isolated molecule of C2H2N4, with properties calculated with the ωB97M-V functional and the def2-TZVPD basis.

XYZ file:
```
8
Properties=species:S:1:pos:R:3
C 1.55 0.15 -0.19
N 0.86 -0.83 -0.47
N -0.12 -1.58 -0.41
N -1.34 -0.81 -0.30
C -1.03 0.22 0.39
N -0.30 1.08 0.94
H 2.05 0.73 -0.96
H -1.68 1.04 1.01
```

Values from the calculation:
Orbital gap = 8.396 eV
Electronic energy = -8058.9844 eV
Total charge = 0